Molecular formula: C3H6S2
Method: DFT, ωB97M-V/def2-TZVPD

Element x y z (Å)
S 2.084 0.050 -0.417
S -2.071 0.051 -0.312
C -0.626 1.174 -0.130
C 0.359 0.008 0.135
C -0.657 -1.108 -0.179
H 2.550 -0.126 0.857
H 0.607 -0.261 1.222
H -0.481 -1.538 -1.226
H -0.684 2.005 0.592
H -0.784 -1.920 0.511
H -0.298 1.665 -1.052

Forces on atoms 1 to 2 (eV/Å):
S 0.0 -0.1 0.2
S 0.6 0.4 0.5

Values from the calculation:
Electronic energy in eV: -24877.4578
LUMO in eV: 0.69
SMILES: SC1CSC1
ΔE to the lowest compared entry with this formula, charge and spin in kJ/mol: 120.7